{"formula": "C15H33N3O15S3", "method": "ωB97M-V/def2-TZVPD", "symbols": ["C", "C", "O", "N", "C", "H", "H", "H", "H", "H", "H", "H", "C", "C", "O", "N", "C", "H", "H", "H", "H", "H", "H", "H", "C", "C", "O", "N", "C", "H", "H", "H", "H", "H", "H", "H", "C", "C", "O", "S", "O", "O", "O", "H", "H", "H", "H", "C", "C", "O", "S", "O", "O", "O", "H", "H", "H", "H", "C", "C", "O", "S", "O", "O", "O", "H", "H", "H", "H"], "coordinates": [[2.3190, 6.1528, -2.6575], [0.8999, 6.7719, -2.5298], [0.7150, 7.9765, -2.1892], [-0.0867, 5.9478, -2.8114], [-1.4394, 6.2255, -3.0271], [2.2317, 5.1693, -3.1192], [2.7421, 6.2548, -1.6581], [2.8630, 6.7728, -3.3701], [0.2728, 5.0914, -3.2080], [-1.8204, 7.1474, -2.5876], [-2.0433, 5.4607, -2.5386], [-1.5587, 6.1615, -4.1086], [-1.7116, -6.0896, -0.2026], [-0.9945, -5.7893, 1.0537], [-0.2518, -6.6380, 1.4978], [-1.1028, -4.5497, 1.5583], [-0.5600, -4.0629, 2.7852], [-1.0989, -5.8984, -1.0836], [-2.6613, -5.5555, -0.2326], [-1.8048, -7.1751, -0.1686], [-1.5031, -3.7569, 1.0774], [-0.0148, -4.7713, 3.4088], [-1.3778, -3.6496, 3.3755], [0.0335, -3.1918, 2.5077], [0.9926, -0.3333, 0.5636], [0.7748, 0.8976, -0.2328], [1.6293, 1.8188, -0.1674], [-0.2262, 0.7497, -1.0831], [-0.4292, 1.7156, -2.1989], [0.3602, -1.2008, 0.3749], [0.6539, -0.1135, 1.5761], [2.0817, -0.3769, 0.5506], [-0.7659, -0.0999, -0.9996], [0.4373, 2.2848, -2.5356], [-1.1476, 2.3919, -1.7356], [-0.7849, 1.1769, -3.0772], [-4.0151, -1.1882, -1.6145], [-4.3695, -2.2854, -0.6318], [-3.1205, -2.8608, -0.4070], [-2.1767, -2.9721, -1.7625], [-2.7787, -4.0807, -2.4661], [-0.7227, -2.7802, -1.4977], [-2.8001, -1.4956, -2.2084], [-3.9582, -0.2405, -1.0791], [-4.7444, -1.0732, -2.4163], [-5.0425, -3.0661, -0.9865], [-4.7235, -1.9672, 0.3488], [6.8167, -0.8231, 0.7956], [5.3013, -0.6210, 1.1974], [5.0630, -1.9553, 1.6921], [6.3346, -2.5704, 2.6136], [6.4536, -4.0149, 2.4684], [6.4288, -1.9540, 3.9525], [7.3814, -1.8252, 1.6244], [7.2443, 0.1732, 0.9077], [6.9089, -1.1487, -0.2406], [4.7020, -0.1788, 0.4015], [5.0974, -0.0181, 2.0823], [-2.5113, 2.4015, 1.6957], [-1.4774, 2.0790, 2.7522], [-1.9097, 0.8592, 3.2958], [-2.7830, -0.0340, 2.2284], [-4.1962, -0.3334, 2.7327], [-1.9810, -1.1608, 1.6819], [-3.0015, 1.1941, 1.1499], [-2.1003, 3.1278, 0.9945], [-3.2326, 3.0386, 2.2075], [-1.1963, 2.8875, 3.4270], [-0.5142, 1.9718, 2.2534]], "mol_weight_g_mol": 591.636, "max_force_ev_per_a": 5.6, "relative_energy_kj_mol": 289.90, "total_charge": 0}